Density functional theory data (ωB97M-V with the def2-TZVPD basis set) for 2 unconnected molecules or ions with the total composition C2HN3O2 at a distorted geometry.

Results
Largest force on an atom   3.3 eV Å⁻¹
Relative energy (zero: lowest compared OMol25 entry of this formula, charge and spin)   144.31 kcal/mol
HOMO level (alpha / beta)   -9.568 / -9.568 eV
Lowest unoccupied orbital energy (alpha / beta)   -0.3 / -0.3 eV

```
! wB97M-V def2-TZVPD RIJCOSX def2/J DEFGRID3
* xyz 0 1
C 0.02110 -2.62557 -0.44459
C 3.23075 0.88070 0.08623
N -0.64936 -1.52812 0.12229
N 0.64632 -1.17794 0.09422
N 1.08982 -1.92530 -0.97773
O 3.87768 1.37427 0.88470
O 2.71589 0.33992 -0.77862
H 2.15570 -2.14871 -1.10789
*
```